DFT (ωB97M-V with the def2-TZVPD basis set) results for the molecule C22H31N3O2.

The geometry in XYZ format:
```
58
C22H31N3O2 ωB97M-V with the def2-TZVPD basis set
C -6.1998 0.7697 0.1851
C -6.0893 -0.4352 -0.7459
H 1.1543 -3.8476 2.0929
H -1.3022 3.3740 0.8615
C 2.3632 -1.4615 0.0412
H -4.8540 2.2155 1.0774
H -4.1057 -0.0213 1.7917
C 1.3216 -3.2908 1.1716
C 6.0461 3.0456 -0.0924
H -4.8517 -2.2195 -0.8940
H -6.5648 0.4399 1.1617
C 4.2829 1.6715 1.0575
H -0.7238 3.2712 -0.8049
H -0.0293 2.2054 0.4367
C 4.1126 -0.0544 -1.0822
O -0.0539 -0.5099 -2.4159
H -5.8060 -0.1003 -1.7457
C -0.4871 0.1092 -1.3113
H 4.3345 2.3491 1.8983
C 5.0845 1.8968 -0.0523
N 1.0627 -1.2139 -2.0581
C -2.3948 0.9514 0.9337
C 1.8416 -1.8807 1.4226
H 4.0305 -0.7108 -1.9354
H 4.0550 -2.7212 -0.4832
N 0.2647 -0.1411 -0.2848
H 7.0356 2.7136 0.2242
H 2.7930 0.4603 1.9772
H 6.1336 3.4425 -1.1015
H -4.4883 1.8254 -0.6066
H 2.6691 -1.9090 2.1334
H -5.3214 -1.7736 0.7688
H 2.0225 -4.7214 -0.3215
C 3.4125 0.5963 1.1049
O -3.7638 -0.7402 -0.0968
C 2.9675 -2.7572 -0.5463
H 3.1962 -4.3278 0.9337
C -5.0130 -1.3802 -0.2134
H 2.6852 -2.8542 -1.5927
N -2.0088 1.7501 -0.2201
C 1.2230 -0.9754 -0.7894
H 1.0692 -1.2061 1.7864
H -6.9109 1.4953 -0.2134
C 2.4107 -3.9152 0.2989
H -2.3984 1.6120 1.8026
H -1.6846 0.1349 1.1203
H 5.5834 1.1829 -2.0072
H 0.3795 -3.2413 0.6226
C 3.3296 -0.2924 0.0426
C -0.9490 2.6916 0.0896
H -2.5617 0.2734 -1.5548
C -3.8040 0.3599 0.7985
H 5.7279 3.8429 0.5752
C -1.7182 0.9504 -1.3877
H -7.0399 -0.9655 -0.8134
C -4.8225 1.4096 0.3440
H -1.6260 1.6079 -2.2589
C 4.9808 1.0192 -1.1248
```

Properties
2S+1   1
Electronic energy   -1171.63603 hartree
Energy relative to the best compared isomer or geometry (same formula, charge and spin)   242.8 kJ/mol
SMILES string   Cc1ccc(C2(c3noc(CN(C)C[C@H]4CCCCO4)n3)CCCC2)cc1
Lowest unoccupied orbital energy   0.85 eV

Charges in e, computed with natural (NBO), in the same order as the atoms: number 1, C, carries -0.3961; number 2, C, carries -0.4272; number 3, H, carries 0.2122; number 4, H, carries 0.1968; number 5, C, carries -0.1820; number 6, H, carries 0.2111; number 7, H, carries 0.1656; number 8, C, carries -0.4007; number 9, C, carries -0.6249; number 10, H, carries 0.1932; number 11, H, carries 0.1924; number 12, C, carries -0.2013; number 13, H, carries 0.1961; number 14, H, carries 0.1944; number 15, C, carries -0.2144; number 16, O, carries -0.2848; number 17, H, carries 0.2010; number 18, C, carries 0.5231; number 19, H, carries 0.2051; number 20, C, carries -0.0228; number 21, N, carries -0.1914; number 22, C, carries -0.2394; number 23, C, carries -0.4004; number 24, H, carries 0.2188; number 25, H, carries 0.2152; number 26, N, carries -0.5592; number 27, H, carries 0.2192; number 28, H, carries 0.2154; number 29, H, carries 0.2157; number 30, H, carries 0.2171; number 31, H, carries 0.2084; number 32, H, carries 0.1573; number 33, H, carries 0.2120; number 34, C, carries -0.2306; number 35, O, carries -0.5502; number 36, C, carries -0.3944; number 37, H, carries 0.1997; number 38, C, carries -0.0593; number 39, H, carries 0.2330; number 40, N, carries -0.4390; number 41, C, carries 0.4261; number 42, H, carries 0.2332; number 43, H, carries 0.2095; number 44, C, carries -0.4054; number 45, H, carries 0.2041; number 46, H, carries 0.2079; number 47, H, carries 0.2075; number 48, H, carries 0.2006; number 49, C, carries 0.0772; number 50, C, carries -0.4141; number 51, H, carries 0.2630; number 52, C, carries 0.0967; number 53, H, carries 0.2143; number 54, C, carries -0.2966; number 55, H, carries 0.2108; number 56, C, carries -0.4313; number 57, H, carries 0.2227; number 58, C, carries -0.2108

DFT (ωB97M-V with the def2-TZVPD basis set) results for a structure of composition C22H31N4PS.

The geometry in XYZ format:
```
59
C22H31N4PS ωB97M-V with the def2-TZVPD basis set
P -2.3563 0.6009 0.7626
C -2.9029 2.3543 0.4558
H 4.2942 -0.8332 -1.5599
C 1.3929 -0.1372 -0.7370
H -2.6909 2.8730 1.3863
C 0.4092 -0.5503 3.5931
C 1.1556 -0.3665 -2.1287
H -4.4927 -0.2940 -0.1202
H -3.1980 0.8476 -2.2573
C 4.5903 -1.9658 0.2747
C 5.6578 -1.0633 0.8935
C -2.6424 -0.0529 -2.5145
H 6.3397 -1.6435 1.5071
C 0.2782 0.1202 0.0308
H -4.1187 0.2927 2.6927
H 6.2121 -0.5647 0.1008
C 2.7898 -0.1929 -0.1368
C 0.7118 1.8205 3.3583
H -4.5899 -1.4058 2.5298
H 3.9464 -2.3430 1.0682
H -5.6014 -0.1171 1.8472
H 2.6587 -0.4595 0.9103
H 0.8637 2.7981 3.7852
C 0.5842 0.7002 4.1541
N 2.0713 -0.5872 -3.0725
C 3.4371 1.2083 -0.1951
H 2.6819 1.9698 -0.0717
H -2.4054 4.0875 -0.7745
H -3.4544 -3.3023 -2.2182
H 0.6940 2.4671 1.3130
C -2.0848 3.0602 -0.6402
S 1.3012 -0.7689 -4.4635
H -4.2367 -1.2195 -2.9063
C -1.0736 0.1526 -0.4935
C -0.1749 -0.3402 -2.6630
C 0.4225 0.3460 1.5125
C 0.6305 1.6340 1.9894
H -1.0369 3.0366 -0.3519
H -1.9231 -2.5954 -1.7848
H -3.4250 -1.5083 0.5153
N -0.2129 -0.5721 -3.9735
H 3.0924 -2.0275 -1.2127
C -4.5845 -0.4405 2.0389
H 5.2114 -0.2810 1.5010
C -3.8126 -0.5120 0.6948
H -3.9753 2.4405 0.2902
H -2.1510 2.5021 -1.5674
H -2.4538 0.0022 -3.5883
H 0.3264 -1.4136 4.2361
H -2.4595 -2.6467 -3.4924
N -3.4777 -1.2302 -2.2375
H 3.9506 1.3498 -1.1419
H 4.1549 1.3469 0.6075
C -2.7691 -2.4896 -2.4554
C 3.7087 -1.2615 -0.7518
H 5.0843 -2.7985 -0.2187
C -1.3061 -0.0793 -1.8256
H 0.6308 0.7937 5.2295
N 0.3278 -0.7408 2.2762
```

Properties
2S+1   1
Electronic energy   -1815.44344 hartree
Lowest unoccupied orbital energy   -0.50 eV

Charges in e, computed with natural (NBO), in the same order as the atoms: number 1, P, carries 0.7598; number 2, C, carries -0.6937; number 3, H, carries 0.2066; number 4, C, carries 0.0995; number 5, H, carries 0.2225; number 6, C, carries 0.0485; number 7, C, carries 0.0565; number 8, H, carries 0.2262; number 9, H, carries 0.2028; number 10, C, carries -0.3868; number 11, C, carries -0.6060; number 12, C, carries -0.2618; number 13, H, carries 0.2086; number 14, C, carries -0.0570; number 15, H, carries 0.2082; number 16, H, carries 0.1990; number 17, C, carries -0.2713; number 18, C, carries -0.1579; number 19, H, carries 0.2136; number 20, H, carries 0.1956; number 21, H, carries 0.2042; number 22, H, carries 0.2208; number 23, H, carries 0.2175; number 24, C, carries -0.2674; number 25, N, carries -0.6269; number 26, C, carries -0.5960; number 27, H, carries 0.2043; number 28, H, carries 0.2119; number 29, H, carries 0.1997; number 30, H, carries 0.2185; number 31, C, carries -0.5975; number 32, S, carries 0.9632; number 33, H, carries 0.3529; number 34, C, carries -0.2755; number 35, C, carries 0.1607; number 36, C, carries 0.2153; number 37, C, carries -0.2568; number 38, H, carries 0.1995; number 39, H, carries 0.1997; number 40, H, carries 0.2401; number 41, N, carries -0.6480; number 42, H, carries 0.2113; number 43, C, carries -0.6104; number 44, H, carries 0.1968; number 45, C, carries -0.7013; number 46, H, carries 0.2206; number 47, H, carries 0.2027; number 48, H, carries 0.2005; number 49, H, carries 0.1941; number 50, H, carries 0.1730; number 51, N, carries -0.6144; number 52, H, carries 0.2096; number 53, H, carries 0.2109; number 54, C, carries -0.4259; number 55, C, carries -0.3860; number 56, H, carries 0.2003; number 57, C, carries -0.0251; number 58, H, carries 0.2158; number 59, N, carries -0.4254

DFT (ωB97M-V with the def2-TZVPD basis set) results for the molecule C22H31N5O.

The geometry in XYZ format:
```
59
C22H31N5O ωB97M-V with the def2-TZVPD basis set
H -0.8734 -1.0546 -0.8269
H -8.1810 -1.5958 2.1945
H 7.8429 -1.9181 -1.8061
C 3.1662 -0.9260 -0.8356
C -0.4725 2.3534 -0.4287
C 7.3784 -1.4039 -0.9771
H 5.4632 -1.3702 -1.9052
C 3.6649 1.2621 -0.1417
C -0.0906 0.8853 -0.1811
H -0.7396 0.1772 -2.1138
N -6.3948 0.6549 0.9355
H -2.5085 1.8501 -2.1974
H -8.3938 -1.1384 -0.8263
H -3.8367 1.7858 -1.0203
H 3.4373 -1.9789 -0.7357
H 3.7522 1.5775 -1.1959
H 5.9984 0.1847 3.2683
C 6.0319 -1.0956 -1.0299
C 2.2197 1.4626 0.3041
C 8.1266 -1.0459 0.1290
H -2.2418 2.3978 0.7950
H 1.9807 2.5181 0.1835
H 4.3249 1.8872 0.4582
H 3.2322 -0.6327 -1.8969
H -7.8154 -2.8022 0.9579
N 1.3193 0.6585 -0.5109
C -2.7632 1.6495 -1.1482
H -8.7467 0.0705 0.4358
C -5.0869 0.7401 0.8104
H -5.8225 -1.8931 -0.9525
H 4.4597 0.2902 2.3947
H 5.6184 1.6244 2.3326
C -8.1492 -0.8093 0.1878
H 8.0833 -0.1456 2.0651
C 6.1562 -0.0963 1.1591
C -8.4218 -1.9295 1.1885
N -6.7702 -0.4029 0.2245
H -9.4703 -2.2120 1.1538
N 4.0301 -0.1305 0.0047
H 1.6261 -1.0797 0.6669
H -4.5479 1.5145 1.3189
C 5.4054 -0.4277 0.0205
C -5.7191 -1.0185 -0.3435
H -2.2136 3.6260 -0.4781
C 1.7206 -0.7366 -0.3779
C -0.9942 0.0028 -1.0623
H 2.1301 1.1985 1.3733
H -0.2938 0.6361 0.8792
C -3.1983 -0.6728 -0.3373
H 0.0569 3.0097 0.2613
C 7.5079 -0.4028 1.1865
N -2.3919 0.2929 -0.8420
H -0.1756 2.6150 -1.4464
C -1.9698 2.5884 -0.2454
O -2.8069 -1.8165 -0.1643
C -4.5894 -0.2951 -0.0075
H 1.0919 -1.3613 -1.0091
C 5.5172 0.5386 2.3587
H 9.1804 -1.2769 0.1752
```

Properties
2S+1   1
Electronic energy   -1205.94451 hartree
Energy relative to the best compared isomer or geometry (same formula, charge and spin)   0.0 kJ/mol
SMILES string   CCn1cc(C(=O)N2CCC[C@H](N3CCN(c4ccccc4C)CC3)C2)cn1
Lowest unoccupied orbital energy   0.86 eV

Charges in e, computed with natural (NBO), in the same order as the atoms: number 1, H, carries 0.2515; number 2, H, carries 0.2198; number 3, H, carries 0.2106; number 4, C, carries -0.2095; number 5, C, carries -0.3992; number 6, C, carries -0.2104; number 7, H, carries 0.2104; number 8, C, carries -0.2162; number 9, C, carries -0.0483; number 10, H, carries 0.1944; number 11, N, carries -0.2641; number 12, H, carries 0.1880; number 13, H, carries 0.2023; number 14, H, carries 0.2287; number 15, H, carries 0.2128; number 16, H, carries 0.1765; number 17, H, carries 0.2183; number 18, C, carries -0.2639; number 19, C, carries -0.2270; number 20, C, carries -0.2277; number 21, H, carries 0.1983; number 22, H, carries 0.2044; number 23, H, carries 0.2109; number 24, H, carries 0.1703; number 25, H, carries 0.2103; number 26, N, carries -0.4439; number 27, C, carries -0.2156; number 28, H, carries 0.2263; number 29, C, carries -0.0486; number 30, H, carries 0.2263; number 31, H, carries 0.2288; number 32, H, carries 0.2130; number 33, C, carries -0.2081; number 34, H, carries 0.2052; number 35, C, carries -0.0620; number 36, C, carries -0.6113; number 37, N, carries -0.1550; number 38, H, carries 0.2145; number 39, N, carries -0.4843; number 40, H, carries 0.1725; number 41, H, carries 0.2101; number 42, C, carries 0.2397; number 43, C, carries -0.0057; number 44, H, carries 0.2135; number 45, C, carries -0.2285; number 46, C, carries -0.2319; number 47, H, carries 0.1679; number 48, H, carries 0.1701; number 49, C, carries 0.6771; number 50, H, carries 0.2092; number 51, C, carries -0.1904; number 52, N, carries -0.4325; number 53, H, carries 0.2059; number 54, C, carries -0.4053; number 55, O, carries -0.6276; number 56, C, carries -0.2502; number 57, H, carries 0.2072; number 58, C, carries -0.6382; number 59, H, carries 0.2108

no.,HOMO (eV)
1,-8.64
2,-7.41
3,-8.03